Below is C32H38BrIrN3OSb as an isolated structure, with properties calculated with ωB97M-V with the def2-TZVPD basis set.

Computed properties:
Spin multiplicity   6
E_tot   -119707.8634 eV
Charge   +3
Expectation value of S²   8.7811
HOMO energy (alpha / beta)   -16.82 / -17.68 eV
LUMO level (alpha / beta)   -8.6 / -12.2 eV

CARTESIAN COORDINATES (ANGSTROEM)
Ir 0.0554 -0.1431 0.0099
Sb 2.2412 2.8796 0.0676
Br -2.0455 -1.7863 -0.0253
O -1.8900 1.2002 -0.0012
N 0.2850 1.2833 1.8659
N 0.3205 1.3274 -1.8068
N 2.3451 -0.2350 0.0149
C -3.1033 0.8717 -0.0086
C -0.5637 2.0691 -3.8676
C 2.0287 -2.6596 -0.0343
C 3.1118 0.8414 0.0419
C -0.4343 0.9986 2.9552
C -8.2902 0.6552 -0.0037
C -0.9096 -0.3075 -3.1240
C -7.5089 -1.3507 1.2419
C -0.0647 3.3357 -3.6412
C -0.3637 1.0625 -2.9223
C 4.4917 0.7944 0.0499
C -4.6574 3.8941 1.2725
C -5.8449 -0.0072 -0.0121
C -3.9911 3.3265 -0.0002
C -7.2645 -0.4761 -0.0074
C -3.5036 -0.5083 -0.0183
C -0.9811 -0.3750 3.1203
C 2.9065 -1.4547 -0.0050
C -2.5242 3.7436 0.0020
C 4.2934 -1.5811 -0.0005
C -0.6532 1.9845 3.9191
C -5.4929 1.3452 -0.0055
C 0.6220 3.5156 2.6019
C 0.6734 3.5746 -2.4880
C 0.8469 2.5216 -1.6077
C 0.8128 2.4827 1.7021
C -7.5179 -1.3515 -1.2536
C -0.1447 3.2537 3.7305
C -4.2016 1.8264 -0.0062
C -4.7909 -0.9479 -0.0215
C 5.0948 -0.4578 0.0273
C -4.6579 3.9026 -1.2691
H -1.1066 1.8385 -4.7688
H -0.4536 -1.0710 2.4666
H -2.0153 3.3663 0.8875
H 6.1719 -0.5448 0.0317
H -4.2378 3.4246 2.1611
H -9.2952 0.2395 0.0027
H -8.5311 -1.7164 1.2130
H -6.2883 2.0738 0.0000
H -4.4824 4.9650 1.3311
H -0.2391 4.1318 -4.3505
H -0.7726 -0.6342 -4.1532
H -1.2152 1.7409 4.8085
H -2.0437 -0.3855 2.8818
H 1.0623 4.4882 2.4357
H -5.7311 3.7320 1.2748
H 2.6344 -3.5635 -0.0513
H -6.8596 -2.2158 -1.2850
H -0.4029 -1.0163 -2.4687
H 5.0817 1.6993 0.0741
H 4.7305 -2.5678 -0.0208
H -7.3813 -0.7759 -2.1661
H 1.4018 -2.6687 -0.9285
H -0.8724 -0.7138 4.1489
H -5.0052 -2.0054 -0.0270
H -8.1910 1.2714 0.8878
H -6.8471 -2.2122 1.2718
H -8.5414 -1.7131 -1.2198
H -2.0132 3.3684 -0.8830
H -1.9786 -0.3193 -2.9160
H -4.2387 3.4383 -2.1607
H 1.3943 -2.7084 0.8532
H -4.4816 4.9737 -1.3208
H -0.3352 4.0369 4.4505
H -7.3712 -0.7734 2.1531
H -8.2002 1.2678 -0.8987
H -5.7318 3.7408 -1.2710
H -2.4462 4.8276 0.0026
H 1.1077 4.5449 -2.2887

=====

Below is an isolated molecule of ClH2O2PS2, with properties calculated with ωB97M-V with the def2-TZVPD basis set.

Computed properties:
E_tot   -47609.6820 eV
Relative energy (zero: lowest compared OMol25 entry of this formula, charge and spin)   158.6 kJ/mol
HOMO energy   -9.17 eV
LUMO level   -3.4 eV

CARTESIAN COORDINATES (ANGSTROEM)
Cl 2.7921 0.2796 0.1201
S -0.5522 2.0070 -0.8595
S 1.0870 -1.1807 -1.0483
P -0.2405 0.1844 -0.2607
O -0.1018 0.0377 1.2675
O -1.6167 -0.5429 -0.6310
H 0.3992 0.7414 1.7742
H -1.7671 -1.5264 -0.3623

=====

Below is a 4-piece molecular cluster, C27H39F24N4O4Si overall, with properties calculated with ωB97M-V with the def2-TZVPD basis set.

Computed properties:
E_tot   -115869.9625 eV
Relative energy (zero: lowest compared OMol25 entry of this formula, charge and spin)   196.2 kJ/mol
Charge   +1
HOMO energy   -11.83 eV
LUMO level   -4.3 eV

CARTESIAN COORDINATES (ANGSTROEM)
Si -4.6776 -1.6294 3.2352
F -4.9128 3.5353 1.5720
F 5.7815 -1.4687 -0.7706
F 0.4108 -2.3389 -6.1734
F 3.9914 0.4740 -0.0011
F -1.8040 5.7972 1.1135
F 4.1073 -3.8695 -4.4440
F -1.4337 -1.1995 -6.0812
F 3.1337 -2.2723 -3.3813
F -0.0344 -0.8612 -8.4201
F 4.4712 -2.0701 0.8538
F -2.0412 3.4036 -4.9425
F -3.2929 7.4150 -0.6922
F -0.9954 7.7734 0.7702
F 4.7869 -1.3513 -5.4282
F -2.6545 3.7040 -0.0437
F -4.3444 2.8424 -1.0704
F -2.3084 1.4802 -5.9079
F -0.0645 0.9805 -7.2882
F 0.3583 1.9992 -4.9818
F -4.4482 5.6097 1.1294
F -0.4426 2.2177 -2.9942
F 3.5485 -0.2071 -2.0045
F -1.5051 7.6165 -1.9027
F 5.6051 -0.8138 -3.4904
O -3.7874 4.9144 -1.5764
O 2.7570 -4.7120 3.3968
O -0.6066 0.2400 -3.9536
O 4.8494 -3.3755 -2.4325
N -3.0951 -0.7674 3.4796
N -2.4204 -0.0267 2.5914
N -2.5544 -0.8602 4.6981
N -1.4275 -0.1450 4.6831
C 4.3362 -2.8243 -3.6216
C -0.1016 1.3714 2.9686
C 1.7911 -0.9015 4.0460
C -4.8496 4.4516 0.5720
C -5.2972 -1.0809 1.4818
C 2.2869 0.1528 2.9632
C 3.0809 -1.6421 4.6815
C -4.5698 -3.5238 3.3563
C 3.8310 -2.4808 3.5420
C -0.6604 1.6252 -4.1952
C -1.2942 0.4225 3.3625
C -3.8800 3.9913 -0.5195
C 4.1324 -3.0964 -1.2242
C 0.3513 -0.5450 -4.6797
C -5.8470 -1.0099 4.6369
C -2.5069 5.5079 -1.8423
C -2.0240 2.0680 -4.7300
C 0.4037 -0.2813 -7.2760
C -1.2430 6.5829 0.1724
C 3.5704 -0.5995 -0.7190
C 3.9537 -4.0420 3.8418
C 1.0387 0.6865 2.0885
C 4.5010 -1.7904 -0.4847
C -0.0860 -1.0734 -6.0633
C -2.1509 6.7801 -1.0420
C 5.3190 -1.8612 -4.2923
C 2.8515 -5.1093 2.0237
H 3.8433 -5.6070 1.7543
H 2.7068 -2.2916 5.5267
H -5.8532 4.5996 0.1682
H 6.2555 -2.3653 -4.5391
H 4.4198 -3.9105 -0.5536
H -0.5051 2.3350 2.5045
H 0.4902 -1.4279 -4.0506
H 2.7468 1.0835 3.4280
H -4.9028 -1.8014 0.7062
H -5.5236 -1.5179 5.6077
H 0.6701 -0.1499 1.4105
H -4.8435 -0.0407 1.3250
H 2.0513 -5.8997 1.8363
H 3.2113 -2.3920 2.5884
H 2.5473 -0.8283 -0.4061
H 1.4677 1.4974 1.4081
H -2.5761 5.8203 -2.8873
H 3.8053 -0.8478 5.0699
H -1.7043 4.7671 -1.8299
H 4.1393 -4.2481 4.9362
H 3.0348 -0.2498 2.2193
H 3.0539 -3.2144 -1.3545
H -3.9744 -4.0145 2.5123
H -5.6421 -3.9163 3.2658
H 2.7478 -4.2134 1.3231
H -2.6083 0.1974 1.6103
H -5.6271 0.1091 4.7383
H -4.1519 -3.9227 4.3276
H 1.1115 -1.6734 3.5676
H 1.4959 -0.2502 -7.3151
H 0.3709 1.7019 3.9560
H 4.8477 -2.0403 3.3035
H -6.4222 -1.0497 1.5574
H -0.2818 6.1498 -0.1173
H 4.8524 -4.4134 3.2346
H 1.2853 -0.3422 4.8969
H -6.9386 -1.1937 4.4134
H -2.8212 1.8167 -4.0266
H 1.3340 -0.0689 -4.7054

=====

Below is an isolated molecule of C4H8O2, with properties calculated with ωB97M-V with the def2-TZVPD basis set.

Computed properties:
E_tot   -8371.6499 eV
Relative energy (zero: lowest compared OMol25 entry of this formula, charge and spin)   157.4 kJ/mol
HOMO energy   -9.36 eV
LUMO level   1.1 eV

CARTESIAN COORDINATES (ANGSTROEM)
O -0.4519 1.1742 -0.6481
O 0.3041 -1.2185 0.6713
C 0.7776 1.1149 0.0543
C -1.3894 0.2695 -0.0776
C 1.3105 -0.3117 0.2707
C -0.7845 -1.1112 -0.2248
H -1.5520 0.5082 0.9874
H 1.5040 1.6729 -0.5445
H 2.0630 -0.2997 1.0662
H -0.4221 -1.1547 -1.2673
H 1.7822 -0.6930 -0.6493
H 0.6545 1.6230 1.0221
H -2.3367 0.3769 -0.6139
H -1.4592 -1.9508 -0.0466

=====

Below is C34H52NP4Ta as an isolated structure, with properties calculated with ωB97M-V with the def2-TZVPD basis set.

Computed properties:
E_tot   -76260.5593 eV
Charge   +4
HOMO energy   -19.80 eV
LUMO level   -13.9 eV

CARTESIAN COORDINATES (ANGSTROEM)
Ta -0.3405 -0.3142 0.0657
P -0.0448 2.2129 -0.2573
P 2.3453 -0.6353 0.1623
P -0.9037 -2.9618 -0.4312
P -2.9893 -0.5732 -0.7293
N 0.1515 0.2010 1.7998
C 1.2840 -0.0139 2.6398
C 3.5566 -0.5794 4.0987
C -4.1223 -3.0885 -3.7304
C -1.0385 0.9832 2.0212
C 0.4181 4.2704 1.5951
C 4.2689 1.4317 0.4636
C 2.4404 -0.0417 4.7265
C 3.2081 -2.1682 -0.3656
C 3.2803 0.8366 -0.5428
C -1.3641 1.9119 0.9895
C -2.5579 2.6416 1.1098
C -4.1037 -0.9909 0.6490
C 2.0180 4.1420 -0.3411
C -2.2841 -4.1184 -2.5651
C -0.4943 2.8955 -1.9076
C -0.5511 1.7480 -2.9229
C 1.1659 3.3327 0.6422
C -3.8611 0.8203 -1.5026
C 3.5460 -0.8103 2.7263
C -3.0574 -1.9352 -1.9003
C 3.0663 -3.2844 0.6750
C -4.0266 -1.9796 -2.8965
C -1.6133 -3.3910 1.2021
C 0.1073 -4.4319 -0.7552
C -3.2557 -4.1541 -3.5606
C -2.1738 -3.0115 -1.7290
C 2.7656 -2.5532 -1.7808
C -3.3482 2.4990 2.2361
C -1.8955 0.7710 3.1034
C 3.9883 0.5309 -1.8647
C 2.4110 -0.5234 1.9794
C 1.2915 0.2475 3.9996
C -3.0216 1.5651 3.2276
C -1.6735 3.8680 -1.9716
H 2.0780 -3.3109 1.1396
H -1.6271 -4.9696 -2.4688
H -4.8948 0.5022 -1.6470
H 4.7909 -0.1960 -1.7463
H -2.6305 3.3791 -1.7984
H 4.4409 -1.1868 2.2482
H 2.5024 1.5654 -0.7535
H -0.5609 -5.2846 -0.6132
H 1.7933 2.6487 1.2222
H -1.3324 1.0167 -2.6943
H -1.7076 4.2946 -2.9745
H 1.4401 4.9556 -0.7810
H -4.7198 -1.1626 -3.0411
H 0.4138 3.4671 -2.1225
H 0.5093 -4.4537 -1.7639
H -3.3259 -5.0206 -4.2048
H -4.8746 -3.1141 -4.5074
H -5.1254 -0.9658 0.2652
H -3.4427 1.0952 -2.4675
H -2.0310 -2.5397 1.7403
H 5.1161 0.7627 0.6225
H -3.8773 1.6777 -0.8357
H 2.8293 4.6018 0.2245
H 4.4536 1.4571 -2.2064
H 4.6718 2.3527 0.0392
H -0.7693 2.1470 -3.9148
H -3.9148 -1.9914 1.0292
H 1.1493 4.9512 2.0337
H -1.6576 0.0241 3.8503
H 3.3195 0.2022 -2.6579
H 0.9115 -4.5165 -0.0337
H 1.6990 -2.7626 -1.8264
H 3.7873 -3.1773 1.4804
H -2.8177 3.3796 0.3644
H -4.0126 -0.2647 1.4555
H -0.3151 4.8854 1.0698
H -2.3886 -4.1506 1.0825
H 3.2576 -4.2477 0.2018
H 2.4693 3.5641 -1.1471
H 0.4079 1.2268 -2.9928
H -0.0732 3.7469 2.4126
H 3.3029 -3.4468 -2.0991
H -1.5620 4.6985 -1.2740
H 4.2619 -1.8765 -0.4177
H -0.8074 -3.8126 1.8069
H 2.4620 0.1543 5.7903
H 0.4325 0.6732 4.4999
H 2.9811 -1.7761 -2.5098
H -4.2258 3.1221 2.3574
H 4.4460 -0.7998 4.6739
H -3.6600 1.4599 4.0964
H 3.8346 1.6656 1.4347

=====

Below is C34H39B2CsF4N7O8PS2 as an isolated structure, with properties calculated with ωB97M-V with the def2-TZVPD basis set.

Computed properties:
E_tot   -106432.3715 eV
Relative energy (zero: lowest compared OMol25 entry of this formula, charge and spin)   136.0 kJ/mol
HOMO energy (alpha / beta)   -7.87 / -7.96 eV
LUMO level (alpha / beta)   -1.5 / -2.8 eV

CARTESIAN COORDINATES (ANGSTROEM)
Cs -0.3401 0.7192 0.2628
S -3.7823 1.4371 2.1452
S -0.7824 -2.1799 0.7579
P 0.6508 -2.0947 -1.6021
F 1.4252 -0.4913 5.8073
F 1.4598 4.8846 -0.3351
F 0.1189 3.0343 -0.4152
F 0.3820 -2.4239 5.1233
O 1.7720 -1.3300 3.6195
O 0.7062 4.0282 1.6851
O -3.8321 -0.0347 2.2038
O 0.5965 -1.6038 0.7204
O -0.3448 -0.3790 4.2591
O 2.3801 2.8550 0.3358
O -1.4542 -2.1431 2.0072
O -1.4930 -1.5698 -0.3948
N 1.9846 -0.2360 2.9055
N -2.2002 5.1635 -3.9466
N -2.0577 1.9896 -2.2065
N 2.2709 1.8179 1.1881
N -0.0235 0.7773 3.7563
N -1.0452 3.2380 -4.4639
N 0.3828 2.9384 2.3963
C 5.2254 -1.9154 -1.8912
C 0.1437 -2.2238 -3.3610
C -0.4944 -6.1940 0.1287
C -0.0624 1.8820 4.4005
C 1.0397 -2.4172 -4.4123
C 0.2352 -3.7702 -1.0093
C 3.0592 -0.9906 -2.3408
C 3.0412 -0.1579 2.1938
C 0.2082 -6.1594 -1.0701
C -4.1762 1.9023 0.4180
C 2.4611 -2.0523 -1.6554
C -1.6885 -2.2260 -4.9272
C -0.4809 1.9504 5.8367
C -5.4779 2.0092 2.6116
C -1.8569 3.8812 -3.6290
C 0.2810 3.1020 3.6592
C 3.2359 0.9927 1.2889
C 0.5647 -2.5235 -5.7105
C 4.6383 -2.9463 -1.1706
C 4.0906 -1.2358 2.2234
C -6.4082 1.8301 1.3999
C -0.7940 -2.4181 -5.9716
C 0.5704 -4.9515 -1.6544
C 4.4355 -0.9274 -2.4660
C 4.5242 1.1197 0.5197
C 0.4982 4.4334 4.3201
C 3.2600 -3.0086 -1.0354
C -1.2332 1.3533 -3.0382
C -0.4747 -3.8261 0.1801
C -0.7346 1.9815 -4.1617
C -0.8517 -5.0123 0.7674
C -1.2239 -2.1270 -3.6272
C -5.5670 1.3301 0.2174
C -2.3665 3.2349 -2.4852
B 0.8150 -1.1866 4.7590
B 1.1508 3.7143 0.3051
H 1.4687 4.8213 4.0069
H 4.0692 -1.7993 1.2895
H -0.2516 5.1446 3.9698
H -7.2066 1.1249 1.6253
H 0.4814 -7.0861 -1.5577
H 4.7643 0.1926 0.0005
H 0.4641 4.3812 5.4044
H -5.4904 0.2426 0.2439
H -0.0637 1.4778 -4.8494
H 4.4254 1.9261 -0.2030
H -1.6703 5.5830 -4.6909
H -5.7593 1.4040 3.4706
H 5.2566 -3.7035 -0.7062
H 2.0991 -2.5087 -4.2197
H 0.3753 2.2672 6.4338
H -3.0244 3.7579 -1.7984
H -1.1544 -2.4892 -6.9894
H -1.9131 -1.9823 -2.8022
H 5.0836 -0.8034 2.3413
H 5.3530 1.3581 1.1900
H 2.8046 -3.8049 -0.4612
H 1.1062 -4.9329 -2.5959
H 4.8978 -0.1083 -3.0005
H 3.8885 -1.9164 3.0451
H -0.7681 -7.1457 0.5637
H -2.5148 5.7732 -3.2137
H -1.2909 2.6668 5.9711
H -2.7481 -2.1476 -5.1314
H 2.4362 -0.2271 -2.7944
H 6.3023 -1.8749 -1.9916
H -4.1665 2.9962 0.3874
H -0.7937 0.9709 6.1846
H -1.4067 -4.9935 1.6967
H -6.0017 1.6210 -0.7398
H -3.4297 1.4942 -0.2629
H -5.3885 3.0511 2.9230
H -6.8724 2.7848 1.1488
H -0.9881 0.3297 -2.7915
H 1.2653 -2.6899 -6.5186

=====

Below is C24H17CdN5O9 as an isolated structure, with properties calculated with ωB97M-V with the def2-TZVPD basis set.

Computed properties:
E_tot   -55604.2914 eV
Charge   -2
HOMO energy   -1.88 eV
LUMO level   3.0 eV

CARTESIAN COORDINATES (ANGSTROEM)
Cd -0.4627 -0.3292 -0.4778
O 1.4802 0.8932 -0.6385
O 2.7446 6.4019 3.4949
O 0.5314 -2.2452 -0.3869
O 5.3737 5.9074 -0.4638
O 4.8615 4.4256 -1.9261
O -0.4660 -0.5376 1.9102
O -0.2650 1.8699 0.3603
O -1.7969 2.4491 -3.5657
O 1.1817 5.0036 3.9436
N -3.9558 -1.7670 0.2245
N -1.3204 0.5608 -2.1838
N 2.0624 5.4255 3.2246
N 4.6886 4.9778 -0.8587
N -1.9326 -2.5892 -1.7642
C -3.0129 -1.2115 0.8731
C -3.2119 -2.2912 4.4604
C -1.9582 -1.8602 4.9184
C 1.5266 3.6571 1.5949
C 2.3220 4.7329 1.9729
C 2.8476 3.4092 -0.3949
C 2.4174 -3.0733 -1.5183
C -1.1545 -2.7476 -2.7551
C 1.7998 2.9927 0.4079
C 3.0200 -3.5198 -2.6674
C 1.0395 -2.6935 -1.4733
C 0.9262 1.8122 0.0062
C 0.9529 -3.3148 -3.8487
C 3.3602 5.1806 1.1745
C -1.3400 -1.0464 2.6805
C 3.6044 4.5126 -0.0111
C -3.3505 -2.5642 -2.0005
C 2.2950 -3.6311 -3.8604
C -2.6560 -1.4631 2.2511
C -4.0409 -1.4611 -1.1868
C 0.2912 -2.8931 -2.6906
C -1.0621 -1.2541 4.0743
C -1.5505 1.5034 -2.8640
C -3.5384 -2.0808 3.1357
H -2.3784 -0.4422 0.3912
H -4.5065 -2.3816 2.7493
H -3.9097 -2.7745 5.1350
H 0.3737 -3.4145 -4.7631
H 4.0730 -3.7842 -2.6559
H 2.9788 -2.9611 -0.5981
H -3.7605 -3.5236 -1.6631
H -0.0914 -0.9279 4.4315
H -5.0941 -1.4276 -1.4820
H 3.9577 6.0259 1.4725
H 2.7807 -3.9639 -4.7704
H -1.5809 -2.8299 -3.7717
H 3.0744 2.8782 -1.3085
H 0.6948 3.3317 2.2043
H -3.5629 -0.5062 -1.4378
H -1.7017 -2.0010 5.9649
H -3.5984 -2.4390 -3.0694

=====

Below is C7H15N as an isolated structure, with properties calculated with ωB97M-V with the def2-TZVPD basis set.

Computed properties:
E_tot   -8988.0319 eV
Relative energy (zero: lowest compared OMol25 entry of this formula, charge and spin)   430.1 kJ/mol
HOMO energy   -6.96 eV
LUMO level   1.0 eV

CARTESIAN COORDINATES (ANGSTROEM)
N -2.7098 -1.4267 1.5543
C 1.7258 0.7575 -0.5683
C -0.3970 -0.6481 -0.1415
C 1.6525 2.2239 -0.8527
C 0.4789 -0.0975 0.8120
C -1.4100 0.2170 -0.8341
C 2.6792 -0.0352 -1.0508
C -1.3150 -1.6568 1.4103
H 2.5555 2.6045 -1.3558
H -2.9243 -0.5648 2.0432
H 2.6921 -1.1072 -0.8585
H -0.8300 -1.5999 2.3839
H -3.2163 -1.4596 0.6772
H -0.9941 0.6197 -1.7608
H -0.0025 -1.4545 -0.7564
H -1.1214 -2.6434 0.9913
H 0.7969 2.4592 -1.4948
H 1.5320 2.7991 0.0714
H -2.2864 -0.3706 -1.1262
H 1.1966 -0.7490 1.3001
H -1.7418 1.0409 -0.1993
H 0.1158 0.7484 1.3901
H 3.5236 0.3433 -1.6349

=====

Below is an isolated molecule of C2H5N3O, with properties calculated with ωB97M-V with the def2-TZVPD basis set.

Computed properties:
E_tot   -8670.1990 eV
Relative energy (zero: lowest compared OMol25 entry of this formula, charge and spin)   332.2 kJ/mol
HOMO energy   -9.27 eV
LUMO level   1.0 eV

CARTESIAN COORDINATES (ANGSTROEM)
O 1.5073 -0.7381 -0.3304
N -1.1829 -1.3277 0.1628
N 0.4230 0.0676 -0.7739
N -1.5373 0.9360 0.2412
C 1.5508 0.6294 -0.1467
C -0.8052 -0.0482 -0.0565
H 2.2314 1.1755 -0.7881
H -0.4773 -2.0448 0.1364
H -1.1669 1.8373 -0.0307
H -2.0089 -1.4758 0.7105
H 1.4661 0.9888 0.8754

=====

Below is a 3-piece molecular cluster, H6O3 overall, with properties calculated with ωB97M-V with the def2-TZVPD basis set.

Computed properties:
Spin multiplicity   2
E_tot   -6227.6370 eV
Relative energy (zero: lowest compared OMol25 entry of this formula, charge and spin)   130.5 kJ/mol
Charge   +1
Expectation value of S²   0.7566
HOMO energy (alpha / beta)   -12.92 / -12.92 eV
LUMO level (alpha / beta)   -3.4 / -12.4 eV

CARTESIAN COORDINATES (ANGSTROEM)
O 3.4940 1.9995 -1.5850
O 0.8818 -2.4965 -3.7773
O -4.3091 0.5183 5.3919
H -4.6939 -0.0690 4.7366
H 2.5862 2.3413 -1.4653
H -4.6941 0.2461 6.2343
H 1.0137 -3.4528 -3.9380
H 1.0292 -2.0406 -4.6305
H 4.1163 2.5918 -1.1184